No. 1
This record from OMol25 describes a structure of composition C39H38N2O3V at a distorted geometry. The level of theory is ωB97M-V with the def2-TZVPD basis set.

Calculated values
HOMO level: -16.2 eV
ΔE to the lowest compared entry with this formula, charge and spin: 215.4 kJ/mol
spin multiplicity: 1
E_tot: -2787.2243 a.u.
net charge: +3

Positions of all 83 atoms, in Å:
H (-1.45, -1.48, 4.15)
C (1.68, 1.85, -0.10)
C (1.63, 1.59, -3.91)
H (-0.72, 4.75, -0.42)
H (-3.91, -5.22, 0.77)
C (2.35, 3.79, -3.26)
C (-3.40, -2.38, -1.00)
C (-4.35, -2.55, -2.00)
H (0.55, -3.00, 3.11)
C (2.20, 3.45, -1.92)
C (1.75, 2.17, -1.58)
C (-0.41, -0.94, -4.77)
H (-3.00, 4.64, -1.41)
O (-1.56, -1.11, 0.02)
C (-3.38, 0.11, -0.62)
C (-3.19, 2.54, -1.05)
H (0.71, -2.42, 6.12)
H (-1.62, 0.77, -5.24)
H (-5.61, -5.53, -0.99)
C (3.04, 1.76, 0.55)
H (-1.25, -0.97, 5.83)
C (-4.04, -4.47, -0.01)
H (-0.62, -2.75, -1.92)
O (-0.13, -0.50, 2.31)
C (-1.26, 3.82, -0.46)
C (1.46, 1.25, -2.57)
C (-3.24, -3.33, -0.01)
H (-4.18, 2.46, -1.48)
C (-0.73, -1.33, 4.95)
H (5.92, 0.01, 0.17)
C (-0.80, -1.95, -2.63)
H (4.95, 3.05, 3.03)
C (0.13, -2.58, 5.21)
H (6.56, 1.43, 2.09)
H (-4.46, -1.83, -2.80)
C (-2.53, 3.75, -1.01)
H (-4.22, 0.21, -1.30)
H (3.13, -2.63, 3.34)
C (3.95, 0.84, 0.02)
H (-2.86, 0.72, -3.13)
H (2.22, 3.12, -5.29)
C (-4.99, -4.65, -0.99)
C (2.07, 2.86, -4.25)
C (3.39, 2.54, 1.64)
C (2.38, -2.06, 3.88)
C (-2.55, -1.12, -1.04)
H (2.46, 4.17, -1.16)
H (-2.50, -3.19, 0.77)
C (1.10, -2.94, 4.05)
V (-0.33, -0.20, 0.56)
H (3.69, 0.25, -0.85)
H (-0.54, -3.41, 5.41)
H (2.83, 0.09, 3.50)
H (0.10, -0.94, -5.73)
H (0.65, 2.44, 1.71)
H (0.64, -2.66, -4.04)
H (-5.88, -3.83, -2.77)
C (5.21, 0.72, 0.59)
C (-0.68, 2.69, 0.06)
C (5.57, 1.51, 1.67)
H (1.05, 3.78, 0.63)
H (2.72, 3.28, 2.06)
H (1.45, -3.95, 4.24)
H (2.43, -0.81, 2.04)
C (0.69, 2.76, 0.66)
C (4.67, 2.42, 2.19)
H (2.80, -1.85, 4.87)
C (-1.39, 0.01, -4.51)
C (-0.11, -1.91, -3.83)
H (1.01, -0.17, 5.19)
C (2.20, -0.70, 3.10)
H (1.12, 0.25, -2.33)
O (1.03, 0.54, 0.12)
H (2.70, 4.78, -3.52)
N (0.29, -0.32, 4.49)
C (-5.14, -3.69, -1.99)
C (-1.79, -0.99, -2.36)
N (-1.35, 1.48, 0.03)
H (1.42, 0.87, -4.68)
H (-3.78, -0.12, 0.37)
C (-2.60, 1.40, -0.55)
C (0.76, -0.41, 3.30)
C (-2.08, -0.02, -3.30)

No. 2
This record from OMol25 describes a structure of composition C39H38N2S3SbTa at a distorted geometry. The level of theory is ωB97M-V with the def2-TZVPD basis set.

Calculated values
HOMO level: -13.3 eV
spin multiplicity: 1
E_tot: -3109.8317 a.u.
net charge: +2

Positions of all 84 atoms, in Å:
C (-1.31, 5.01, 2.65)
H (-0.76, 3.31, 6.06)
H (-0.97, -2.78, -4.47)
C (-2.64, 0.70, -4.79)
C (1.22, 3.49, 1.35)
H (-2.52, 1.33, 3.93)
H (-3.41, 2.58, 1.77)
C (-0.92, 3.80, 5.11)
Ta (-0.35, 0.67, 1.92)
C (2.92, -4.09, -2.84)
H (-2.42, -1.46, 0.61)
C (-2.78, -3.13, -1.15)
C (-3.07, 0.64, 0.72)
C (-1.49, -4.88, 0.61)
C (3.55, -1.88, -3.58)
H (-2.15, -1.24, 3.26)
C (3.81, -3.25, -3.49)
H (0.28, -3.72, 0.24)
C (2.91, 1.45, 2.73)
C (-1.70, 5.66, 3.81)
C (2.85, -2.37, 0.91)
C (-2.13, -1.47, -5.71)
C (-0.93, 3.54, 0.27)
H (-3.11, 1.68, -4.89)
H (1.04, -4.25, -1.83)
C (-2.20, -0.42, 2.56)
H (-2.00, 3.36, 0.35)
C (-2.72, -0.22, -5.83)
H (-0.76, 4.60, 0.11)
H (1.59, 3.73, 2.34)
H (4.25, -1.23, -4.09)
C (3.80, 0.12, 0.14)
H (3.92, 1.68, 2.40)
C (2.66, 0.03, 0.91)
N (2.05, 1.21, 1.52)
H (3.10, 2.83, 0.63)
C (2.40, -1.36, -3.02)
C (4.46, -1.04, -0.26)
H (1.74, 2.21, -0.30)
S (-0.08, 0.59, -0.66)
H (2.93, 0.55, 3.34)
S (0.17, 1.52, 4.09)
C (-2.85, -5.03, 0.34)
H (-1.47, 5.52, 1.71)
C (-3.06, 1.56, 1.80)
S (0.68, -1.39, 2.25)
C (2.08, 2.44, 0.70)
H (1.25, 4.40, 0.76)
Sb (-0.35, -1.44, -1.78)
C (-1.50, 5.06, 5.04)
H (-2.19, -2.18, -6.53)
H (-4.54, -4.28, -0.75)
C (-3.49, -4.16, -0.54)
H (2.52, 2.26, 3.33)
C (1.51, -2.21, -2.38)
H (4.71, -3.65, -3.93)
H (5.36, -0.96, -0.86)
H (-3.28, -2.46, -1.84)
N (-0.22, 3.07, 1.50)
H (2.19, -0.30, -3.10)
H (4.52, -3.18, -0.16)
H (-1.89, 1.09, -2.81)
H (4.20, 1.08, -0.15)
C (-2.57, -0.56, 1.18)
H (-0.99, -5.56, 1.29)
C (1.75, -3.58, -2.29)
H (-1.79, 5.56, 5.95)
H (-3.40, -5.83, 0.81)
H (2.47, -3.33, 1.22)
C (4.00, -2.28, 0.13)
C (-0.55, 3.14, 3.94)
C (-2.57, 0.92, 2.93)
C (-0.74, 3.75, 2.70)
C (-1.43, -2.99, -0.86)
C (-1.96, 0.38, -3.62)
H (-3.25, 0.04, -6.73)
H (-0.55, 3.00, -0.59)
H (-3.39, 0.85, -0.29)
C (-0.77, -3.85, 0.01)
C (-1.44, -1.80, -4.55)
H (-2.14, 6.64, 3.74)
H (3.12, -5.15, -2.78)
C (2.17, -1.22, 1.29)
C (-1.37, -0.87, -3.52)

> Look up the net charge of the second one.

+2

> The lowest net charge belongs to which entry?

C39H38N2S3SbTa

Please write out number 2 again, unchanged.
This record from OMol25 describes a structure of composition C39H38N2S3SbTa at a distorted geometry. The level of theory is ωB97M-V with the def2-TZVPD basis set.

Calculated values
HOMO level: -13.3 eV
spin multiplicity: 1
E_tot: -3109.8317 a.u.
net charge: +2

Positions of all 84 atoms, in Å:
C (-1.31, 5.01, 2.65)
H (-0.76, 3.31, 6.06)
H (-0.97, -2.78, -4.47)
C (-2.64, 0.70, -4.79)
C (1.22, 3.49, 1.35)
H (-2.52, 1.33, 3.93)
H (-3.41, 2.58, 1.77)
C (-0.92, 3.80, 5.11)
Ta (-0.35, 0.67, 1.92)
C (2.92, -4.09, -2.84)
H (-2.42, -1.46, 0.61)
C (-2.78, -3.13, -1.15)
C (-3.07, 0.64, 0.72)
C (-1.49, -4.88, 0.61)
C (3.55, -1.88, -3.58)
H (-2.15, -1.24, 3.26)
C (3.81, -3.25, -3.49)
H (0.28, -3.72, 0.24)
C (2.91, 1.45, 2.73)
C (-1.70, 5.66, 3.81)
C (2.85, -2.37, 0.91)
C (-2.13, -1.47, -5.71)
C (-0.93, 3.54, 0.27)
H (-3.11, 1.68, -4.89)
H (1.04, -4.25, -1.83)
C (-2.20, -0.42, 2.56)
H (-2.00, 3.36, 0.35)
C (-2.72, -0.22, -5.83)
H (-0.76, 4.60, 0.11)
H (1.59, 3.73, 2.34)
H (4.25, -1.23, -4.09)
C (3.80, 0.12, 0.14)
H (3.92, 1.68, 2.40)
C (2.66, 0.03, 0.91)
N (2.05, 1.21, 1.52)
H (3.10, 2.83, 0.63)
C (2.40, -1.36, -3.02)
C (4.46, -1.04, -0.26)
H (1.74, 2.21, -0.30)
S (-0.08, 0.59, -0.66)
H (2.93, 0.55, 3.34)
S (0.17, 1.52, 4.09)
C (-2.85, -5.03, 0.34)
H (-1.47, 5.52, 1.71)
C (-3.06, 1.56, 1.80)
S (0.68, -1.39, 2.25)
C (2.08, 2.44, 0.70)
H (1.25, 4.40, 0.76)
Sb (-0.35, -1.44, -1.78)
C (-1.50, 5.06, 5.04)
H (-2.19, -2.18, -6.53)
H (-4.54, -4.28, -0.75)
C (-3.49, -4.16, -0.54)
H (2.52, 2.26, 3.33)
C (1.51, -2.21, -2.38)
H (4.71, -3.65, -3.93)
H (5.36, -0.96, -0.86)
H (-3.28, -2.46, -1.84)
N (-0.22, 3.07, 1.50)
H (2.19, -0.30, -3.10)
H (4.52, -3.18, -0.16)
H (-1.89, 1.09, -2.81)
H (4.20, 1.08, -0.15)
C (-2.57, -0.56, 1.18)
H (-0.99, -5.56, 1.29)
C (1.75, -3.58, -2.29)
H (-1.79, 5.56, 5.95)
H (-3.40, -5.83, 0.81)
H (2.47, -3.33, 1.22)
C (4.00, -2.28, 0.13)
C (-0.55, 3.14, 3.94)
C (-2.57, 0.92, 2.93)
C (-0.74, 3.75, 2.70)
C (-1.43, -2.99, -0.86)
C (-1.96, 0.38, -3.62)
H (-3.25, 0.04, -6.73)
H (-0.55, 3.00, -0.59)
H (-3.39, 0.85, -0.29)
C (-0.77, -3.85, 0.01)
C (-1.44, -1.80, -4.55)
H (-2.14, 6.64, 3.74)
H (3.12, -5.15, -2.78)
C (2.17, -1.22, 1.29)
C (-1.37, -0.87, -3.52)

> net charge of number 1 (C39H38N2O3V)?

+3